[1]
8
Properties=species:S:1:pos:R:3:forces:R:3:lowdin_charge:R:1 method="wB97M-V/def2-TZVPD" homo_energy_ev=-3.894 charge=-1 spin_multiplicity=1 gap_ev=7.49 energy_ha=-1003.7764 smiles="NC(=S)C([O-])=S" de_lowest_kcal_mol=46.7
N 0.72927 0.58377 0.36630 3.704 -0.252 3.752 0.00
C 0.26541 -0.64371 0.13659 -3.067 1.666 0.460 -1.03
S 0.78504 -1.87956 1.04604 0.403 -1.531 0.212 0.54
C -1.01762 -0.34492 -0.67116 -3.531 3.820 6.773 -1.02
O -2.00146 0.36576 0.07337 3.921 -4.216 -3.164 -0.29
S -0.61426 -0.10441 -2.15957 0.222 -0.081 -5.257 0.59
H 0.54667 1.45840 -0.06761 -0.759 0.047 -0.507 0.08
H 1.30694 0.56466 1.27603 -0.893 0.547 -2.270 0.11



[2]
150
Properties=species:S:1:pos:R:3:forces:R:3:lowdin_charge:R:1 method="wB97M-V/def2-TZVPD" homo_energy_ev=-10.693 charge=+1 spin_multiplicity=1 gap_ev=6.73 energy_ha=-4023.1493 de_lowest_kcal_mol=0.0
C 5.60658 -2.28038 -3.16308 -0.332 -0.089 0.248 -0.03
C 4.66370 -1.10258 -3.36503 0.297 0.097 -0.185 -0.23
O 4.26042 -0.61612 -2.07608 -0.541 -0.459 0.092 -0.10
C 3.29183 0.37709 -1.99702 0.632 0.543 -0.092 -0.32
C 4.00015 1.76085 -1.63400 0.012 -0.076 -0.233 -0.06
C 5.51110 1.64403 -1.55043 0.277 0.247 0.135 -0.13
C 6.19946 2.99760 -1.28087 0.198 -0.061 -0.006 -0.41
C 5.48102 3.86858 -0.25674 -0.253 -0.062 -0.082 -0.07
C 6.44612 3.76318 -2.58464 -0.220 -0.108 0.149 -0.06
C 2.58308 0.77773 -3.23945 -0.754 -0.206 0.047 0.00
N 1.38177 1.19274 -3.06074 0.374 -0.173 0.028 -0.07
P 0.30656 1.84177 -4.44502 0.006 0.023 -0.052 0.94
N 1.38611 2.97896 -5.05678 0.021 -0.625 -0.369 -0.14
O 0.44925 0.56222 -5.46296 0.015 0.153 0.582 -0.28
C 0.93085 1.02221 -1.58037 -0.233 -0.269 -0.451 -0.31
P -0.67784 -0.04336 -1.68620 0.059 -0.410 0.798 0.83
N -1.29145 -0.56685 -0.36912 -0.209 0.099 -0.436 -0.21
N 0.70797 2.26527 -0.89258 -0.099 0.176 -0.791 0.05
C -0.71036 2.68478 -0.62919 -0.069 -0.308 1.274 -0.46
C -1.41416 3.52916 -1.64977 -0.007 -0.084 -0.122 0.01
O -1.19081 2.37143 0.42177 0.255 0.171 -0.789 0.15
C 1.46939 3.43172 -1.30422 -0.226 -0.079 -0.364 -0.44
C 1.93887 4.27574 -0.17377 -0.225 0.289 -0.035 0.04
O 1.60714 3.69269 -2.47897 0.257 -0.064 0.832 0.07
C 2.09134 0.05549 -1.06558 -0.159 -0.013 0.277 -0.21
O 1.54058 -1.23346 -1.15484 0.050 0.354 -0.089 -0.14
C 1.99215 -2.32420 -1.95670 0.102 -0.437 -0.044 -0.21
C 1.00252 -3.45019 -1.74757 0.154 0.091 -0.352 -0.04
C 2.45308 0.17177 0.44346 -0.223 0.127 -0.155 -0.53
F 2.49177 1.43701 0.89672 0.153 -0.170 0.211 0.14
F 1.57664 -0.48750 1.18488 0.140 0.127 0.083 0.19
F 3.66938 -0.35916 0.63078 -0.042 -0.035 0.099 0.19
H 5.79116 -2.40000 -2.09587 0.161 0.069 0.001 0.09
H 6.54967 -2.13516 -3.67974 0.053 -0.033 -0.007 0.08
H 5.14225 -3.20130 -3.51180 0.070 0.000 -0.110 0.08
H 5.17501 -0.29965 -3.90872 -0.067 0.071 0.003 0.12
H 3.80544 -1.42647 -3.95673 -0.173 0.046 -0.017 0.09
H 3.59740 2.14036 -0.70326 0.026 -0.014 0.012 0.09
H 3.75228 2.51554 -2.38732 0.033 0.005 -0.007 0.11
H 5.79778 0.93899 -0.77250 -0.138 -0.103 0.007 0.13
H 5.91195 1.27134 -2.49448 0.002 -0.173 0.033 0.11
H 7.17190 2.73684 -0.85818 0.058 0.061 -0.010 0.13
H 4.62630 4.37381 -0.71485 0.047 0.017 -0.002 0.06
H 6.14535 4.63911 0.12831 0.025 0.033 0.018 0.09
H 5.10182 3.28832 0.58760 0.112 -0.011 0.085 0.09
H 6.61741 4.82057 -2.39154 0.137 0.035 -0.046 0.08
H 5.57395 3.69374 -3.24174 -0.036 0.070 -0.033 0.07
H 7.30005 3.35182 -3.11939 0.025 0.034 -0.080 0.08
H 3.05241 0.80429 -4.21645 0.072 0.030 -0.039 0.15
H 2.37427 2.90046 -4.85678 0.016 0.231 0.118 0.04
H 1.24466 3.08357 -6.05793 -0.026 0.240 0.031 0.06
H 1.37000 0.35908 -5.66771 0.072 0.023 -0.422 0.04
H -0.32052 -0.92809 -2.71007 0.032 0.128 -0.348 0.02
H -1.47291 0.89588 -2.35622 0.030 0.186 -0.066 0.00
H -1.31059 -1.57615 -0.29037 0.181 0.007 0.196 0.00
H -1.54651 4.52714 -1.23204 -0.056 0.060 -0.039 0.11
H -0.89888 3.59664 -2.60155 0.077 0.083 0.030 0.04
H -2.39874 3.09611 -1.81821 -0.104 0.093 0.093 0.08
H 2.54291 3.70266 0.52470 0.017 -0.022 -0.043 0.08
H 2.47488 5.13896 -0.55522 -0.005 0.036 0.042 0.10
H 1.06286 4.60830 0.39054 -0.017 0.019 0.034 0.11
H 2.98782 -2.63612 -1.66283 0.154 0.096 0.118 0.13
H 2.00576 -2.05513 -3.01044 0.102 0.181 -0.287 0.10
H 0.12150 -3.31146 -2.37372 -0.188 0.024 0.149 0.07
H 0.71790 -3.52372 -0.70153 -0.005 -0.128 0.038 0.09
H 1.46965 -4.38255 -2.05955 -0.076 -0.125 0.133 0.09
C -5.31635 2.68007 -1.13908 0.060 0.043 -0.029 -0.02
C -6.05359 3.45699 -2.20807 0.019 -0.084 0.003 -0.56
O -5.74790 3.34380 -3.38690 0.052 0.058 -0.005 0.01
N -7.04826 4.27962 -1.80722 0.050 0.030 0.026 0.02
C -7.54056 4.51714 -0.45848 -0.003 0.046 -0.290 -0.08
H -4.56859 2.07362 -1.64246 -0.009 -0.043 0.021 0.07
H -4.82338 3.36086 -0.44271 -0.020 -0.057 0.077 0.08
H -5.98050 2.02520 -0.57595 -0.011 0.037 0.035 0.09
H -7.49412 4.76981 -2.56699 -0.033 -0.024 -0.004 0.14
H -8.59189 4.25834 -0.36955 0.007 -0.026 0.058 0.07
H -7.41978 5.57047 -0.19563 0.010 -0.016 0.075 0.08
H -6.98776 3.92044 0.25895 -0.010 -0.021 0.020 0.07
C 1.34898 -4.88931 -6.31702 0.096 -0.008 -0.026 0.01
C 1.89572 -3.53111 -5.97268 -0.010 0.078 0.213 -0.54
O 3.08337 -3.31349 -5.76932 -0.007 -0.069 0.022 0.02
N 1.01479 -2.50133 -5.85308 0.066 0.119 -0.034 0.00
C -0.42601 -2.44098 -5.97199 0.085 -0.087 0.121 -0.07
H 2.17925 -5.58671 -6.35881 0.007 -0.007 -0.011 0.09
H 0.63949 -5.22660 -5.55984 -0.023 0.027 -0.028 0.09
H 0.84516 -4.87222 -7.28388 -0.041 -0.003 0.021 0.09
H 1.48620 -1.64565 -5.62270 0.014 0.014 0.031 0.08
H -0.71905 -1.72166 -6.73475 -0.061 -0.074 -0.073 0.08
H -0.84860 -2.11739 -5.01948 -0.188 -0.076 -0.028 0.07
H -0.82424 -3.41956 -6.22125 -0.023 -0.003 -0.020 0.08
C -10.65889 5.14590 3.80282 -0.006 -0.047 -0.070 -0.01
C -10.14070 5.34716 2.40303 -0.090 -0.022 0.040 -0.55
O -9.70404 4.42671 1.72456 0.033 0.063 0.043 0.01
N -10.16272 6.61545 1.91164 0.042 0.043 0.016 0.01
C -10.62779 7.82075 2.57131 0.026 -0.038 -0.104 -0.07
H -10.57211 4.09290 4.05113 0.009 -0.015 -0.026 0.09
H -10.06582 5.72294 4.51244 -0.051 -0.019 0.082 0.06
H -11.70513 5.44518 3.87731 0.008 0.026 0.020 0.09
H -9.81339 6.69498 0.96999 -0.020 -0.006 -0.014 0.13
H -11.45269 8.27318 2.01902 -0.026 -0.009 0.024 0.08
H -9.82508 8.55550 2.65191 0.007 -0.004 0.033 0.08
H -10.97286 7.58495 3.57177 -0.002 0.020 0.021 0.08
C 0.69407 -3.48887 4.56788 -0.100 0.030 0.056 -0.02
C -0.74387 -3.11839 4.86921 0.027 0.047 -0.076 -0.55
O -1.41964 -3.76397 5.64847 -0.011 -0.016 0.020 0.04
N -1.25696 -2.03234 4.22676 0.064 0.011 -0.004 0.01
C -0.60571 -1.16987 3.25935 -0.207 -0.064 0.100 -0.08
H 0.93697 -4.37437 5.14708 -0.047 0.022 0.029 0.08
H 0.82813 -3.70650 3.50683 -0.015 0.059 -0.006 0.07
H 1.37504 -2.68414 4.84762 0.017 0.015 -0.037 0.09
H -2.21675 -1.84050 4.46615 -0.013 -0.014 0.001 0.14
H -0.58729 -0.13530 3.60801 0.049 0.002 0.001 0.09
H -1.12672 -1.19100 2.30096 0.062 0.024 -0.028 0.06
H 0.41602 -1.49553 3.10462 0.033 -0.004 -0.004 0.05
C -6.92724 5.66216 3.80790 -0.021 0.016 0.028 0.00
C -7.19717 5.24655 5.23775 -0.008 -0.037 -0.053 -0.54
O -8.18269 5.63104 5.84572 0.043 0.061 -0.006 0.03
N -6.30046 4.41386 5.82609 0.043 -0.009 0.023 0.01
C -5.09049 3.85410 5.26165 -0.063 0.001 0.088 -0.08
H -7.72920 6.32154 3.48982 -0.004 0.011 0.013 0.07
H -5.97815 6.19406 3.72819 0.016 -0.024 -0.019 0.09
H -6.90381 4.79538 3.14609 0.004 0.004 -0.012 0.08
H -6.53849 4.17181 6.77530 -0.009 -0.003 0.003 0.14
H -5.13236 2.76376 5.25390 -0.004 -0.005 -0.035 0.08
H -4.21451 4.15891 5.83678 0.014 0.021 -0.024 0.08
H -4.96398 4.19655 4.23988 0.018 -0.007 -0.017 0.07
C 0.19612 -7.78865 1.77807 -0.051 -0.004 -0.066 -0.01
C 1.01861 -6.78576 1.00497 -0.079 -0.084 0.037 -0.55
O 0.81410 -6.56333 -0.18149 0.087 0.128 -0.001 0.01
N 1.99870 -6.13993 1.68324 -0.009 0.069 0.039 0.02
C 2.37190 -6.27110 3.08525 0.097 0.128 -0.180 -0.05
H -0.53727 -8.21576 1.10171 0.003 0.008 -0.018 0.08
H 0.82485 -8.58614 2.17444 -0.004 0.008 0.039 0.09
H -0.32053 -7.31143 2.61120 0.011 -0.021 0.032 0.09
H 2.52335 -5.49431 1.11456 0.022 -0.016 -0.003 0.13
H 2.26647 -5.31155 3.59365 0.045 -0.165 -0.003 0.05
H 3.40381 -6.59843 3.19182 -0.002 -0.061 0.060 0.05
H 1.73160 -6.99290 3.57998 -0.019 -0.005 0.016 0.08
C 6.53061 -7.32924 2.75880 -0.057 0.031 0.021 -0.01
C 6.14868 -7.61507 4.19510 0.049 -0.046 0.031 -0.55
O 5.15870 -7.12101 4.71300 0.016 0.031 -0.106 0.02
N 6.95424 -8.45067 4.89580 0.027 -0.024 0.023 0.01
C 8.15828 -9.12542 4.45277 -0.067 0.014 0.084 -0.07
H 5.79380 -6.64922 2.34220 -0.013 0.006 0.014 0.07
H 7.51481 -6.86377 2.70082 0.017 -0.024 -0.018 0.08
H 6.54480 -8.24437 2.16630 0.031 -0.001 -0.007 0.09
H 6.64795 -8.60228 5.84433 -0.004 -0.001 0.004 0.14
H 8.04612 -10.20785 4.52587 -0.003 -0.008 -0.033 0.09
H 9.01522 -8.82824 5.05858 0.016 0.020 -0.023 0.08
H 8.36879 -8.87442 3.41866 0.020 -0.008 -0.015 0.07



[3]
82
Properties=species:S:1:pos:R:3:forces:R:3:lowdin_charge:R:1 method="wB97M-V/def2-TZVPD" homo_energy_ev=-9.778 charge=+1 spin_multiplicity=1 gap_ev=5.28 energy_ha=-3240.5987
C 1.78113 -1.89764 -4.30713 -0.944 -0.422 -0.716 -0.02
C 1.90194 -1.20288 -3.08324 1.230 0.406 1.151 -0.35
N 0.90776 -0.33850 -2.68753 -0.972 0.296 0.140 -0.03
C -0.26670 -0.31050 -3.39232 -0.501 -0.774 -1.040 -0.31
C -0.46880 -1.10756 -4.53435 -1.176 1.572 1.296 -0.05
C 0.57474 -1.89333 -4.99841 1.397 -0.738 -0.165 -0.05
C 3.02644 -1.35393 -2.21993 -0.448 0.353 -1.909 -0.33
P 2.94304 -0.88570 -0.55076 1.392 -1.997 -0.768 0.81
Ti 0.97253 0.50239 -0.70645 -1.597 -0.751 3.201 0.78
P -0.76618 1.93046 -1.75021 -1.598 -0.501 -1.675 0.87
C -1.41126 0.57607 -2.88994 0.312 -0.090 0.193 -0.24
C 1.84514 1.88776 0.83010 -0.731 -0.970 -1.692 -0.26
C 2.01985 1.33940 2.08806 0.176 0.248 0.726 -0.14
C 2.22804 2.18697 3.18825 -0.053 -0.126 -0.269 -0.06
C 2.26649 3.57306 3.00822 -0.019 -0.428 -0.156 -0.07
C 2.09878 4.10619 1.73001 -0.128 0.298 -0.196 -0.07
C 1.88029 3.27032 0.63044 0.076 -0.023 0.401 -0.13
O 5.09675 0.40522 -3.31847 -0.744 0.279 -1.215 -0.10
O 4.16928 2.52763 -1.89358 -0.306 1.851 2.737 -0.09
H 2.61910 -2.51289 -4.62192 -0.208 0.069 -0.003 0.12
H -1.46617 -1.07280 -5.01942 0.919 -0.058 0.307 0.13
H 0.42859 -2.52758 -5.89648 0.254 0.547 0.679 0.13
C 2.71703 -2.56288 0.17866 -0.456 0.321 0.758 -0.21
C 4.57652 -0.37866 0.06884 0.097 0.367 0.386 -0.21
H -1.91062 1.06839 -3.75353 0.205 -0.379 0.566 0.11
H -2.17398 -0.03532 -2.33743 0.677 0.489 -0.403 0.11
H 4.38295 -0.23388 -3.04772 0.359 0.462 -0.323 -0.01
H 3.77864 -2.04684 -2.58973 0.023 -0.124 0.381 0.09
C -2.26142 2.37137 -0.83410 -0.056 0.242 0.457 -0.22
C -0.55037 3.28793 -2.93572 0.474 0.322 0.186 -0.23
H 1.97626 0.25582 2.24084 -0.002 0.304 0.049 0.10
H 2.34730 1.75615 4.17978 -0.003 0.112 -0.155 0.11
H 2.42210 4.22765 3.86494 -0.021 -0.144 -0.245 0.11
H 2.12180 5.19065 1.58885 -0.003 -0.368 0.049 0.11
H 1.71710 3.68619 -0.36785 0.193 0.014 0.329 0.09
H 2.55338 1.66996 -1.34200 -0.011 0.078 -0.116 0.10
H 4.61613 2.73202 -1.01552 -0.711 -0.341 -1.805 0.09
H 4.57724 1.75674 -2.25580 1.094 -1.330 -0.861 -0.05
H 4.83012 0.73995 -4.22149 0.466 -0.631 1.440 0.09
H 1.83487 1.66875 -1.64382 0.574 0.808 -1.238 0.01
H 3.65014 -3.13604 0.03505 -0.366 0.323 0.116 0.07
H 2.47337 -2.45193 1.24688 0.169 -0.435 -0.157 0.04
H 1.88541 -3.06321 -0.35391 0.438 0.376 0.318 0.04
H 5.31872 -1.16393 -0.11751 -0.274 0.059 -0.037 0.07
H 4.93622 0.54901 -0.38734 -0.213 -0.246 0.016 0.03
H 4.50268 -0.20949 1.15212 0.040 -0.076 -0.227 0.05
H -1.51458 3.54521 -3.39694 0.285 -0.125 0.190 0.06
H -0.15920 4.15272 -2.38344 -0.098 -0.051 -0.308 0.05
H 0.17116 3.00558 -3.71383 -0.153 0.076 0.220 0.06
H -2.93334 2.97202 -1.46369 0.230 -0.190 0.150 0.07
H -2.79621 1.48287 -0.47548 0.202 0.126 -0.048 0.04
H -1.94465 2.95186 0.03461 -0.256 0.052 0.043 0.06
O -0.35060 -2.68649 -1.12387 0.210 -0.172 -0.460 0.09
C -0.85492 -2.02809 -0.25648 -1.370 0.047 1.426 -0.53
N -1.94717 -2.35486 0.53704 1.132 -0.215 -1.165 0.16
C -2.21819 -1.38903 1.57572 -0.449 -0.108 0.123 -0.29
C -1.13531 -0.34421 1.28078 -0.055 0.862 0.207 -0.43
O -0.95805 0.72531 1.84301 -0.181 -0.906 -0.391 0.09
N -0.43444 -0.75847 0.18199 1.704 1.090 -1.157 0.05
C -3.55091 -0.69349 1.35734 -0.310 0.487 0.260 -0.17
C -3.90913 0.36745 2.20795 0.159 -0.307 -0.177 -0.04
C -5.07528 1.08252 1.97769 -0.115 0.322 0.206 -0.07
C -5.89888 0.76376 0.89748 0.337 -0.650 -0.494 -0.07
C -5.54686 -0.30593 0.04889 -0.062 0.501 0.485 -0.07
C -4.37593 -1.03250 0.28910 -0.162 -0.081 -0.229 -0.04
C -2.01642 -2.00657 2.94363 -0.248 -0.346 0.605 -0.14
C -3.06666 -2.18740 3.85381 0.248 0.015 -0.030 -0.01
C -2.82922 -2.81760 5.08009 0.278 -0.058 -0.117 -0.06
C -1.55262 -3.31071 5.38264 -0.307 0.237 -0.272 -0.07
C -0.51660 -3.15600 4.45551 0.166 -0.020 0.065 -0.07
C -0.74462 -2.49771 3.24856 -0.085 -0.057 0.334 -0.02
H -2.32039 -3.28996 0.47606 -0.049 0.101 0.281 0.17
H -3.25103 0.61595 3.04298 -0.257 0.007 -0.272 0.13
H -5.33673 1.90953 2.65418 0.083 -0.441 -0.395 0.12
H -6.80335 1.33300 0.70515 0.115 -0.094 0.053 0.10
H -6.18037 -0.57041 -0.79790 0.121 0.077 0.259 0.11
H -4.11264 -1.87697 -0.36371 -0.148 0.524 0.306 0.12
H -4.07213 -1.83432 3.60718 0.404 -0.123 0.132 0.12
H -3.64990 -2.92225 5.79372 0.308 -0.033 -0.233 0.11
H -1.37500 -3.80971 6.33463 -0.010 0.120 -0.261 0.11
H 0.48471 -3.54810 4.67549 -0.485 0.188 -0.060 0.11
H 0.07312 -2.36752 2.53272 -0.207 -0.100 0.217 0.11